No. 1
{"formula": "C37H79Cl22FN4O3P2Si2", "method": "the ωB97M-V functional and the def2-TZVPD basis", "charge": 0, "symbols": ["C", "C", "P", "C", "C", "Si", "C", "C", "C", "N", "C", "C", "C", "C", "N", "C", "C", "C", "C", "O", "Si", "N", "F", "P", "N", "O", "O", "H", "H", "H", "H", "H", "H", "H", "H", "H", "H", "H", "H", "H", "H", "H", "H", "H", "H", "H", "H", "H", "H", "H", "H", "H", "H", "H", "H", "H", "H", "H", "H", "H", "H", "H", "Cl", "C", "C", "Cl", "H", "H", "H", "H", "Cl", "C", "C", "Cl", "H", "H", "H", "H", "Cl", "C", "C", "Cl", "H", "H", "H", "H", "Cl", "C", "C", "Cl", "H", "H", "H", "H", "Cl", "C", "C", "Cl", "H", "H", "H", "H", "Cl", "C", "C", "Cl", "H", "H", "H", "H", "Cl", "C", "C", "Cl", "H", "H", "H", "H", "Cl", "C", "C", "Cl", "H", "H", "H", "H", "Cl", "C", "C", "Cl", "H", "H", "H", "H", "Cl", "C", "C", "Cl", "H", "H", "H", "H", "Cl", "C", "C", "Cl", "H", "H", "H", "H"], "positions_angstrom": [[-3.86, 2.68, -1.95], [-2.68, 2.45, -2.92], [-1.03, 2.89, -2.18], [0.19, 2.12, -3.38], [-0.17, 2.57, -4.82], [-0.91, 1.83, -0.20], [-1.55, 0.06, -0.52], [-0.45, -1.04, -0.43], [0.62, -0.97, -1.52], [1.80, -1.73, -1.02], [0.82, 1.87, 0.53], [0.84, 1.84, 2.08], [0.84, 0.44, 2.72], [-0.62, 0.03, 3.05], [-0.77, -1.04, 4.06], [-2.01, -1.42, 4.41], [-1.94, -2.48, 5.31], [-0.53, -2.69, 5.50], [0.15, -1.79, 4.73], [-2.08, 2.57, 0.80], [-1.90, 4.18, 1.12], [-2.40, 5.26, -0.14], [-0.40, 4.59, 1.57], [-3.26, 4.59, 2.86], [-4.63, 3.94, 2.48], [-2.71, 4.01, 4.27], [-3.50, 6.18, 3.03], [-4.03, 1.83, -1.28], [-3.82, 3.62, -1.40], [-4.78, 2.72, -2.56], [-2.70, 1.38, -3.19], [-2.87, 3.03, -3.82], [1.22, 2.42, -3.18], [0.03, 1.04, -3.35], [0.60, 2.19, -5.51], [-0.27, 3.65, -4.91], [-1.09, 2.06, -5.11], [-2.01, -0.03, -1.52], [-2.31, -0.17, 0.23], [-0.96, -2.01, -0.56], [0.05, -1.10, 0.54], [0.97, 0.05, -1.74], [0.30, -1.51, -2.42], [2.18, -1.14, -0.27], [2.50, -1.81, -1.75], [1.49, 1.10, 0.14], [1.27, 2.83, 0.22], [0.04, 2.41, 2.55], [1.77, 2.33, 2.39], [1.37, -0.33, 2.15], [1.36, 0.54, 3.67], [-1.26, 0.88, 3.31], [-1.02, -0.38, 2.11], [-2.96, -1.03, 4.06], [-2.76, -3.05, 5.74], [-0.07, -3.45, 6.11], [1.21, -1.61, 4.58], [-1.58, 5.41, -0.74], [-2.54, 6.16, 0.31], [-4.55, 3.47, 1.58], [-2.49, 3.08, 4.12], [-4.08, 6.44, 2.29], [-2.04, -0.93, -7.51], [-3.71, -0.36, -7.79], [-3.83, 1.11, -7.47], [-3.65, 1.42, -5.73], [-4.38, -0.96, -7.18], [-3.94, -0.54, -8.83], [-4.82, 1.47, -7.76], [-3.09, 1.70, -8.00], [1.89, -4.89, -0.68], [2.78, -5.91, -1.82], [4.16, -5.35, -2.09], [4.07, -3.81, -2.99], [2.20, -5.98, -2.74], [2.86, -6.90, -1.39], [4.73, -6.05, -2.70], [4.71, -5.18, -1.17], [0.11, 1.22, 5.62], [0.73, 2.51, 6.69], [0.36, 3.88, 6.19], [1.20, 4.30, 4.68], [1.81, 2.39, 6.78], [0.29, 2.34, 7.68], [0.63, 4.63, 6.92], [-0.71, 3.95, 6.01], [-3.61, -4.62, -6.33], [-1.87, -4.94, -6.09], [-1.08, -4.89, -7.37], [-1.49, -6.25, -8.46], [-1.78, -5.91, -5.60], [-1.50, -4.18, -5.41], [-0.02, -4.97, -7.15], [-1.26, -3.97, -7.91], [2.36, -6.17, -6.98], [1.94, -7.49, -8.11], [3.13, -7.97, -8.90], [3.70, -6.74, -10.06], [1.14, -7.14, -8.76], [1.55, -8.31, -7.51], [2.86, -8.85, -9.48], [3.96, -8.23, -8.25], [3.11, -1.83, 4.45], [4.83, -2.20, 4.71], [5.63, -2.08, 3.44], [5.21, -3.36, 2.26], [4.90, -3.20, 5.13], [5.21, -1.49, 5.44], [6.69, -2.19, 3.66], [5.48, -1.12, 2.96], [-1.14, 8.54, 8.83], [-1.41, 7.79, 7.24], [-2.51, 6.76, 7.26], [-2.06, 5.31, 8.21], [-0.47, 7.35, 6.91], [-1.67, 8.59, 6.55], [-2.72, 6.42, 6.25], [-3.42, 7.16, 7.69], [1.85, 7.59, 5.60], [2.44, 8.88, 6.69], [2.05, 10.26, 6.21], [2.90, 10.71, 4.72], [3.52, 8.78, 6.78], [1.99, 8.69, 7.67], [2.31, 10.99, 6.97], [0.98, 10.32, 6.02], [-2.74, -0.15, 7.11], [-3.16, 1.40, 7.89], [-2.57, 1.53, 9.27], [-3.32, 0.40, 10.43], [-4.24, 1.48, 7.90], [-2.76, 2.19, 7.25], [-2.75, 2.53, 9.65], [-1.50, 1.34, 9.27], [2.69, -0.82, -4.68], [4.03, -1.45, -5.67], [4.25, -0.63, -6.92], [2.91, -0.79, -8.07], [3.81, -2.49, -5.91], [4.93, -1.43, -5.05], [5.15, -0.97, -7.43], [4.37, 0.42, -6.68], [-1.12, -9.13, -6.49], [-0.60, -10.37, -5.31], [0.81, -10.83, -5.57], [0.95, -11.77, -7.08], [-1.31, -11.19, -5.35], [-0.66, -9.91, -4.33], [1.14, -11.49, -4.76], [1.50, -10.00, -5.63]], "mulliken_charge": [-1.17, -0.76, -0.52, 0.11, -1.24, 0.26, -0.77, -0.72, -0.45, -0.40, -0.70, -0.56, -0.45, -1.81, 0.76, -0.73, -0.83, -0.57, 0.34, 0.06, -0.22, -0.67, -0.31, 0.68, -0.92, -0.22, -0.50, 0.19, 0.20, 0.42, 0.40, 0.92, 0.53, -0.06, 0.41, 0.37, 0.13, 0.53, 0.64, 0.65, 0.02, 0.11, 0.49, 0.19, 0.13, 0.60, 0.52, -0.32, 0.60, 0.43, 0.78, 0.21, 0.59, 0.38, 0.52, 0.46, -0.39, 0.21, 0.33, 0.30, 0.15, 0.38, -0.16, -0.44, -0.58, -0.11, 0.30, 0.33, 0.36, 0.31, -0.13, -0.45, -0.52, -0.12, 0.23, 0.32, 0.33, 0.28, 0.18, -0.90, 0.33, -0.22, 0.45, 0.14, 0.38, -0.28, -0.20, -0.31, 0.11, -0.21, 0.30, 0.19, -0.05, 0.17, -0.17, 0.01, -0.46, -0.20, 0.28, -0.13, 0.34, 0.33, 0.02, -0.50, -0.49, -0.15, 0.33, 0.28, 0.35, 0.30, -0.21, -0.02, -0.21, -0.14, -0.13, 0.36, -0.12, 0.43, -0.11, -0.54, -0.34, -0.19, 0.39, 0.26, 0.35, 0.21, -0.08, -0.03, -0.26, -0.21, 0.44, -0.24, 0.23, 0.18, -0.03, -0.55, -0.49, -0.19, 0.26, 0.32, 0.35, 0.33, -0.10, -0.49, -0.47, -0.18, 0.35, 0.27, 0.36, 0.27]}


No. 2
{"formula": "C37H79N9O9PS2", "method": "the ωB97M-V functional and the def2-TZVPD basis", "relative_energy_kcal_mol": 0.0, "charge": 1, "symbols": ["C", "C", "O", "C", "C", "C", "C", "C", "C", "C", "N", "C", "P", "N", "C", "O", "C", "C", "O", "C", "C", "C", "S", "N", "C", "S", "C", "C", "H", "H", "H", "H", "H", "H", "H", "H", "H", "H", "H", "H", "H", "H", "H", "H", "H", "H", "H", "H", "H", "H", "H", "H", "H", "H", "H", "H", "H", "H", "H", "H", "H", "H", "H", "H", "H", "C", "C", "O", "N", "C", "H", "H", "H", "H", "H", "H", "H", "C", "C", "O", "N", "C", "H", "H", "H", "H", "H", "H", "H", "C", "C", "O", "N", "C", "H", "H", "H", "H", "H", "H", "H", "C", "C", "O", "N", "C", "H", "H", "H", "H", "H", "H", "H", "C", "C", "O", "N", "C", "H", "H", "H", "H", "H", "H", "H", "C", "C", "O", "N", "C", "H", "H", "H", "H", "H", "H", "H"], "positions_angstrom": [[-4.93, 2.60, -0.17], [-3.56, 1.97, -0.12], [-3.04, 1.66, -1.40], [-2.90, 0.29, -1.72], [-1.68, 0.09, -2.63], [-0.48, -0.55, -1.90], [0.87, 0.07, -2.27], [1.94, 0.08, -1.16], [1.80, -1.12, -0.28], [2.27, -2.35, -0.74], [2.90, -2.32, -2.01], [2.08, -3.49, 0.03], [2.70, -5.14, -0.49], [3.47, -6.00, 0.55], [1.41, -3.39, 1.25], [1.24, -4.44, 2.06], [0.13, -5.32, 1.76], [-0.41, -5.90, 3.06], [-1.79, -6.12, 2.86], [-2.58, -5.97, 4.03], [-2.78, -4.52, 4.43], [0.95, -2.17, 1.68], [0.15, -2.16, 3.24], [1.17, -1.06, 0.92], [0.72, 0.27, 1.41], [2.00, 1.32, 2.08], [2.33, 0.66, 3.73], [3.33, -0.50, 3.80], [-5.71, 1.88, -0.43], [-4.95, 3.46, -0.84], [-5.16, 2.95, 0.84], [-2.85, 2.67, 0.35], [-3.58, 1.09, 0.53], [-3.80, -0.08, -2.22], [-2.78, -0.28, -0.80], [-1.97, -0.52, -3.48], [-1.39, 1.06, -3.02], [-0.68, -0.47, -0.83], [-0.46, -1.61, -2.16], [0.72, 1.08, -2.64], [1.29, -0.51, -3.10], [2.93, -0.01, -1.61], [1.93, 1.00, -0.59], [3.85, -2.68, -1.95], [2.41, -2.89, -2.70], [3.40, -4.85, -1.67], [1.53, -5.71, -1.03], [3.55, -5.60, 1.47], [-0.67, -4.77, 1.26], [0.49, -6.11, 1.09], [-0.21, -5.20, 3.87], [0.08, -6.85, 3.29], [-2.15, -6.54, 4.86], [-3.54, -6.42, 3.79], [-3.07, -3.94, 3.55], [-1.88, -4.07, 4.85], [-3.58, -4.44, 5.17], [-0.88, -1.37, 2.94], [0.33, 0.83, 0.56], [-0.09, 0.15, 2.11], [2.72, 1.52, 4.29], [1.38, 0.40, 4.18], [4.10, -0.31, 4.54], [2.83, -1.44, 4.07], [3.82, -0.66, 2.84], [0.43, -3.87, -5.80], [1.85, -4.16, -5.42], [2.37, -3.65, -4.42], [2.56, -5.00, -6.20], [2.13, -5.68, -7.41], [0.01, -3.18, -5.08], [0.38, -3.41, -6.79], [-0.17, -4.78, -5.82], [3.51, -5.15, -5.89], [2.21, -6.76, -7.29], [2.75, -5.38, -8.25], [1.10, -5.43, -7.63], [-8.27, 2.89, 2.33], [-7.48, 1.60, 2.36], [-6.31, 1.57, 2.70], [-8.13, 0.46, 1.99], [-9.50, 0.31, 1.56], [-7.61, 3.69, 2.65], [-8.63, 3.10, 1.33], [-9.13, 2.84, 3.01], [-7.55, -0.36, 2.02], [-10.04, -0.36, 2.23], [-9.56, -0.09, 0.55], [-10.00, 1.27, 1.57], [1.26, 1.78, 8.00], [2.47, 1.27, 7.26], [3.45, 1.97, 7.05], [2.44, -0.01, 6.80], [1.37, -0.99, 6.89], [1.45, 2.81, 8.29], [0.37, 1.74, 7.38], [1.08, 1.19, 8.90], [3.29, -0.28, 6.33], [1.71, -1.89, 7.40], [1.06, -1.25, 5.87], [0.52, -0.58, 7.42], [-3.89, 6.47, -4.15], [-3.98, 5.16, -3.40], [-5.03, 4.55, -3.28], [-2.83, 4.66, -2.87], [-1.50, 5.23, -2.91], [-4.89, 6.71, -4.51], [-3.54, 7.27, -3.51], [-3.22, 6.39, -5.01], [-2.96, 3.77, -2.41], [-0.80, 4.56, -3.42], [-1.12, 5.41, -1.90], [-1.51, 6.18, -3.44], [4.33, 6.39, 0.36], [3.64, 5.18, 0.94], [2.48, 4.91, 0.69], [4.38, 4.37, 1.75], [5.77, 4.50, 2.14], [3.61, 6.92, -0.26], [4.68, 7.06, 1.14], [5.19, 6.10, -0.25], [3.85, 3.60, 2.11], [6.34, 3.63, 1.83], [5.86, 4.60, 3.23], [6.20, 5.38, 1.69], [3.59, 2.77, -6.08], [2.80, 1.56, -5.64], [1.61, 1.44, -5.87], [3.47, 0.59, -4.96], [4.86, 0.54, -4.58], [2.91, 3.44, -6.60], [4.02, 3.29, -5.22], [4.40, 2.49, -6.75], [2.88, -0.19, -4.71], [5.36, -0.33, -5.01], [4.97, 0.48, -3.49], [5.38, 1.43, -4.92]], "mulliken_charge": [-1.02, -0.40, -0.26, -0.55, -0.88, 0.18, -0.20, -1.56, -0.20, 0.77, -0.16, -0.54, 0.57, -0.79, 0.21, -0.63, -0.30, -0.52, -0.38, -0.36, -0.86, 0.39, -0.09, 1.02, -2.11, -0.06, -0.08, -1.49, 0.24, 0.20, 0.35, 0.32, 0.39, 0.23, 0.36, 0.40, 0.45, -0.28, 0.22, 0.65, -0.20, 0.16, 0.31, 0.43, 0.37, 0.08, 0.12, 0.30, 0.32, 0.26, 0.35, 0.30, 0.29, 0.34, 0.20, 0.15, 0.44, 0.23, 0.50, 0.95, 0.52, 0.21, 0.48, 0.25, 0.39, -1.12, 0.72, -0.68, -0.21, -0.92, 0.04, 0.40, 0.40, 0.25, 0.31, 0.30, 0.35, -1.42, 0.84, -0.64, -0.16, -0.82, 0.31, 0.38, 0.45, 0.22, 0.29, 0.28, 0.31, -1.38, 0.94, -0.65, -0.07, -0.74, 0.34, 0.33, 0.37, 0.18, 0.31, 0.07, 0.35, -1.44, 0.96, -0.63, 0.05, -0.98, 0.31, 0.37, 0.37, 0.11, 0.25, 0.31, 0.40, -1.44, 0.95, -0.62, -0.02, -0.91, 0.29, 0.38, 0.37, 0.05, 0.29, 0.30, 0.35, -1.39, 1.01, -0.65, -0.02, -0.92, 0.32, 0.35, 0.39, 0.01, 0.29, 0.25, 0.40]}


No. 3
{"formula": "C37H81BF4N4O3", "method": "the ωB97M-V functional and the def2-TZVPD basis", "relative_energy_kcal_mol": 0.0, "charge": 2, "symbols": ["C", "C", "C", "N", "C", "C", "C", "C", "C", "C", "H", "H", "H", "H", "H", "H", "H", "H", "H", "H", "H", "H", "H", "H", "H", "H", "H", "H", "H", "H", "C", "C", "C", "N", "C", "C", "C", "C", "C", "C", "H", "H", "H", "H", "H", "H", "H", "H", "H", "H", "H", "H", "H", "H", "H", "H", "H", "H", "H", "H", "C", "C", "C", "N", "C", "C", "C", "C", "C", "C", "H", "H", "H", "H", "H", "H", "H", "H", "H", "H", "H", "H", "H", "H", "H", "H", "H", "H", "H", "H", "C", "C", "C", "N", "C", "C", "C", "C", "C", "C", "H", "H", "H", "H", "H", "H", "H", "H", "H", "H", "H", "H", "H", "H", "H", "H", "H", "H", "H", "H", "B", "F", "F", "F", "F", "O", "C", "O", "O", "H"], "positions_angstrom": [[0.97, 1.32, -4.77], [1.93, 2.34, -4.10], [2.35, 1.74, -2.77], [3.17, 2.74, -1.94], [4.53, 2.91, -2.55], [5.58, 3.53, -1.61], [5.58, 2.97, -0.21], [4.17, 2.92, 0.37], [3.30, 2.10, -0.57], [2.47, 4.03, -1.78], [0.01, 1.21, -4.27], [1.52, 0.38, -4.86], [0.84, 1.60, -5.81], [1.46, 3.32, -4.09], [2.72, 2.35, -4.85], [2.99, 0.89, -3.01], [1.47, 1.51, -2.17], [4.92, 1.91, -2.76], [4.38, 3.45, -3.48], [6.54, 3.42, -2.10], [5.44, 4.62, -1.61], [6.01, 1.96, -0.19], [6.28, 3.49, 0.45], [4.18, 2.42, 1.34], [3.80, 3.91, 0.62], [3.81, 1.15, -0.76], [2.29, 2.05, -0.18], [3.13, 4.69, -1.23], [1.57, 3.87, -1.19], [2.25, 4.48, -2.74], [-5.72, -0.55, -1.01], [-4.52, 0.01, -0.26], [-4.73, 1.50, 0.00], [-3.51, 2.28, 0.39], [-4.07, 3.68, 0.77], [-4.70, 3.72, 2.14], [-3.81, 3.13, 3.22], [-3.41, 1.71, 2.83], [-2.70, 1.68, 1.50], [-2.65, 2.54, -0.81], [-5.47, -1.45, -1.58], [-6.04, 0.10, -1.84], [-6.59, -0.67, -0.37], [-3.54, -0.14, -0.72], [-4.48, -0.48, 0.71], [-5.45, 1.60, 0.81], [-5.24, 1.96, -0.84], [-4.69, 4.04, -0.05], [-3.13, 4.25, 0.83], [-5.69, 3.24, 2.13], [-4.91, 4.77, 2.38], [-4.38, 3.19, 4.14], [-2.93, 3.75, 3.37], [-4.26, 1.02, 2.81], [-2.84, 1.29, 3.66], [-2.51, 0.65, 1.19], [-1.77, 2.26, 1.48], [-3.14, 3.29, -1.43], [-2.57, 1.63, -1.41], [-1.69, 2.92, -0.48], [0.71, -3.44, 2.67], [0.84, -1.93, 2.70], [0.98, -1.45, 4.12], [1.39, 0.01, 4.26], [1.50, 0.23, 5.74], [2.15, 1.54, 6.14], [3.48, 1.79, 5.42], [3.34, 1.56, 3.92], [2.71, 0.22, 3.58], [0.32, 0.90, 3.71], [0.78, -3.90, 1.69], [-0.21, -3.77, 3.16], [1.53, -3.94, 3.21], [0.00, -1.49, 2.16], [1.70, -1.59, 2.12], [1.69, -2.09, 4.65], [0.04, -1.53, 4.67], [2.15, -0.56, 6.12], [0.55, 0.12, 6.26], [2.30, 1.50, 7.22], [1.51, 2.41, 5.95], [4.28, 1.19, 5.85], [3.75, 2.83, 5.59], [4.33, 1.48, 3.47], [2.87, 2.41, 3.42], [3.34, -0.60, 3.94], [2.59, 0.12, 2.51], [0.52, 1.87, 4.15], [-0.63, 0.60, 4.16], [0.34, 0.94, 2.62], [0.62, -2.35, -4.36], [0.13, -3.56, -3.54], [-1.21, -3.19, -2.94], [-2.11, -4.43, -2.73], [-3.40, -4.02, -2.15], [-3.30, -3.50, -0.73], [-2.66, -4.57, 0.15], [-1.33, -5.06, -0.41], [-1.39, -5.45, -1.88], [-2.40, -5.09, -4.05], [1.61, -2.54, -4.77], [0.73, -1.54, -3.64], [-0.07, -2.08, -5.16], [0.89, -3.59, -2.75], [0.19, -4.46, -4.14], [-1.86, -2.59, -3.57], [-1.12, -2.70, -1.98], [-3.89, -3.30, -2.82], [-4.10, -4.86, -2.15], [-2.75, -2.58, -0.54], [-4.30, -3.31, -0.33], [-2.42, -4.16, 1.13], [-3.34, -5.39, 0.39], [-0.60, -4.24, -0.33], [-0.99, -5.87, 0.23], [-0.37, -5.55, -2.25], [-1.91, -6.40, -2.04], [-1.50, -5.60, -4.38], [-2.87, -4.38, -4.72], [-3.14, -5.86, -3.84], [-0.01, -0.51, -0.54], [0.49, 0.67, 0.06], [-1.15, -0.93, 0.20], [-0.39, -0.18, -1.85], [0.93, -1.53, -0.50], [3.16, -2.13, -2.74], [4.25, -1.25, -2.79], [4.57, -0.67, -1.72], [4.70, -0.99, -3.91], [2.89, -1.91, -1.84]], "mulliken_charge": [-1.33, -0.17, 0.80, 0.86, -0.49, -0.88, -0.87, -0.16, 0.29, -0.89, 0.17, 0.33, 0.50, 0.22, 0.32, -0.45, -0.57, 0.32, 0.48, 0.49, 0.36, 0.35, 0.49, -0.41, 0.48, 0.20, -0.43, 0.50, 0.10, 0.31, -1.45, 1.03, -1.08, 0.45, -0.55, -0.79, -0.86, -0.71, 0.07, -1.30, 0.20, 0.45, 0.39, -0.67, 0.24, 0.44, 0.53, 0.46, 0.46, 0.36, 0.46, 0.46, 0.29, 0.36, 0.27, -0.24, 0.44, 0.39, 0.32, 0.61, -1.59, 1.16, -1.12, 0.46, -0.66, -0.66, -1.07, -0.80, -0.32, -1.27, 0.22, 0.39, 0.43, -0.37, 0.15, 0.40, 0.44, 0.47, 0.46, 0.44, 0.32, 0.36, 0.38, 0.60, 0.33, 0.44, 0.21, 0.65, 0.35, 0.11, -1.48, -0.75, 0.12, 0.24, -1.12, 1.17, -1.31, 0.34, -1.07, -1.07, 0.51, -0.01, 0.50, 0.38, 0.61, 0.50, -0.35, 0.46, 0.41, -0.98, 0.61, 0.46, 0.39, -0.38, 0.54, 0.50, 0.48, 0.41, 0.35, 0.48, 0.65, -0.27, -0.65, -0.23, -0.29, -0.36, 0.62, -0.76, -0.71, 0.18]}


no.,calculated total energy (a.u.)
1,-13388.0024
2,-3764.6838
3,-2327.1774